C3H10N4 | wB97M-V/def2-TZVPD

Values from the calculation:
HOMO (spin up / spin down): -0.279 / -0.283 Eh
E_tot: -9228.8346 eV
ΔE to the lowest compared entry with this formula, charge and spin: 4.749 eV
Net charge: 0

Each line ends with the Mulliken charge.
CARTESIAN COORDINATES (ANGSTROEM)
1 C 1.4887 -0.4575 0.5517  -1.2086
2 C 2.0136 -0.2603 -1.9737  -1.1486
3 N -1.2628 0.5451 -0.6619  -0.9068
4 N -1.7661 0.4228 1.6620  -0.4986
5 C 1.0408 -0.0947 -0.8426  0.9436
6 N -3.1450 0.4244 1.6614  -0.4743
7 N -0.1341 0.3213 -1.0870  0.2852
8 H -1.3391 0.9477 0.4983  0.4093
9 H -1.4728 -0.5515 1.6485  0.2945
10 H -3.5840 -0.0717 0.8862  0.2342
11 H -3.4985 1.3710 1.7267  0.2369
12 H 2.5086 -0.1067 0.7174  0.3222
13 H 0.8400 -0.0275 1.3124  0.3656
14 H 1.5478 -0.0098 -2.9249  0.3296
15 H 2.3756 -1.2916 -2.0218  0.2803
16 H 2.8859 0.3834 -1.8308  0.2826
17 H 1.5013 -1.5444 0.6779  0.2529

C6H15O9VZn | wB97M-V/def2-TZVPD

Values from the calculation:
Spin multiplicity: 3
HOMO (spin up / spin down): -0.557 / -0.557 Eh
E_tot: -98978.9950 eV
Net charge: +2

Each line ends with the Löwdin spin population.
CARTESIAN COORDINATES (ANGSTROEM)
1 V 2.5764 -0.9400 0.9908  2.2602
2 Zn 0.3290 -3.1157 1.1457  0.0103
3 O 0.6997 -1.2318 0.3677  0.0242
4 H 0.2189 -0.5566 -0.1495  0.0016
5 O 2.1313 -2.7397 1.8477  0.0197
6 H 2.2223 -3.6227 2.2559  0.0017
7 O 2.7016 0.7428 -0.0959  -0.3248
8 H 2.7585 1.5362 -0.6631  -0.0067
9 C 2.5522 1.1353 5.0695  0.0000
10 O 1.2853 1.4539 4.5550  0.0006
11 C 0.8513 0.8507 3.4152  0.0017
12 O 1.5021 0.1046 2.7105  0.0095
13 O -0.3067 1.3706 3.1758  0.0017
14 C -1.1692 1.0004 2.1067  0.0004
15 H 3.3422 1.8568 4.8608  0.0000
16 H 2.8867 0.1560 4.7272  -0.0001
17 H 2.4649 1.0555 6.1530  0.0000
18 H -1.6320 0.0311 2.2924  0.0001
19 H -0.7620 1.0383 1.0964  0.0002
20 H -1.9953 1.7098 2.0568  0.0000
21 C -1.5868 0.6423 -1.6653  -0.0001
22 O -1.6896 0.7628 -3.1060  -0.0001
23 C -1.7086 -0.3015 -4.0081  0.0000
24 O -1.2361 -1.4086 -3.8159  0.0000
25 O -2.1740 0.1821 -5.2235  0.0000
26 C -2.3735 -0.6941 -6.3003  0.0000
27 H -2.2591 -0.0966 -1.2292  0.0000
28 H -1.7666 1.6438 -1.2744  0.0000
29 H -0.5654 0.3084 -1.4822  0.0000
30 H -2.0326 -1.6928 -6.0278  0.0000
31 H -1.8517 -0.3442 -7.1911  0.0000
32 H -3.4133 -0.8368 -6.5948  0.0000

C9H24LiO5 | wB97M-V/def2-TZVPD

Values from the calculation:
HOMO: -0.108 Eh
E_tot: -20163.0026 eV
ΔE to the lowest compared entry with this formula, charge and spin: 0.211 eV
Net charge: -1

Each line ends with the Mulliken charge.
CARTESIAN COORDINATES (ANGSTROEM)
1 Li 0.0076 0.1573 0.1622  0.7636
2 C -3.1039 2.4858 2.2514  -1.3096
3 C -2.4274 1.7905 1.1502  0.0571
4 O -1.5229 0.7819 1.6475  -0.8976
5 H -2.3831 3.0070 2.8814  0.2858
6 H -3.8051 1.9535 2.8941  0.2933
7 H -3.5911 3.3488 1.7975  0.4072
8 H -1.8918 2.5415 0.5695  0.0655
9 H -3.2277 1.3970 0.5234  0.2211
10 C 0.1310 -1.4513 -3.3699  -1.2666
11 C -0.7503 -0.7144 -2.4186  0.2240
12 O -0.6915 -1.2350 -1.1467  -0.8629
13 H 1.1197 -1.5721 -2.9271  0.2239
14 H 0.2646 -0.8231 -4.2506  0.3617
15 H -0.2703 -2.4241 -3.6537  0.3603
16 H -1.7426 -0.7066 -2.8696  0.2278
17 H -0.5321 0.3528 -2.3791  -0.1691
18 C 2.4219 3.6482 -1.3520  -1.4840
19 C 1.6325 2.4060 -1.6920  0.4210
20 C 2.3519 1.4226 -2.5562  -0.6848
21 O 1.3761 1.7210 -0.4624  -0.5525
22 H 3.2699 3.3697 -0.7263  0.3569
23 H 1.7552 4.3689 -0.8784  0.3441
24 H 2.8524 3.9710 -2.2999  0.3761
25 H 0.6962 2.7873 -2.0995  0.3276
26 H 1.6404 0.6618 -2.8772  -0.0867
27 H 3.2415 0.9012 -2.2028  0.3359
28 H 2.4860 2.0246 -3.4550  0.3553
29 H 2.1802 1.4069 -0.0424  0.3257
30 C 0.5807 -3.6115 2.6511  -0.2881
31 C -0.6562 -4.4241 3.3527  -0.5680
32 O -1.6337 -3.6015 3.8941  -0.5088
33 O 0.0799 -3.0379 1.4360  -0.3703
34 H 1.4228 -4.2836 2.4859  0.2951
35 H 0.9364 -2.8082 3.2964  0.2907
36 H -0.4508 -5.0921 4.1891  0.3574
37 H -1.1809 -5.1680 2.7532  0.2870
38 H -1.3805 -3.0504 4.6383  0.2871
39 H 0.7949 -2.5016 1.0856  0.1978

Results for largest force on an atom: 2.418, 4.768, 3.645 (in eV/A, following the order of the records).